Record 1
{"formula": "C5H11NOS", "method": "ωB97M-V/def2-TZVPD", "symbols": ["C", "C", "C", "C", "C", "N", "O", "S", "H", "H", "H", "H", "H", "H", "H", "H", "H", "H", "H"], "coordinates": [[2.055341, -0.242275, -0.415727], [3.299315, -0.790280, 0.276967], [-2.603732, 0.231896, -1.089566], [-3.349427, -0.163800, -0.071828], [0.174794, 0.564583, 0.750649], [0.925451, -0.380067, 0.453281], [-3.076821, -1.204868, 0.746725], [0.267831, 2.251542, 0.156661], [2.212159, 0.805197, -0.716087], [3.153959, -1.839876, 0.520299], [4.162223, -0.690685, -0.375886], [3.487489, -0.243070, 1.196557], [1.847865, -0.833725, -1.313293], [-1.691253, -0.280462, -1.345686], [-2.880092, 1.071809, -1.694922], [-4.266476, 0.327134, 0.217273], [-0.647961, 0.394407, 1.426090], [-2.256996, -1.635952, 0.465612], [-0.813667, 2.658499, 0.812879]], "atomic_forces_ev_per_a": [[0.2919, 0.2196, -0.1764], [-0.1984, 0.0963, -0.2089], [0.0212, -0.0357, -0.0452], [0.0260, 0.1287, -0.1025], [-0.3535, 0.7498, -0.0203], [-0.0079, -0.8921, 0.2323], [0.1328, -0.3209, 0.2359], [0.3562, -0.1043, -0.1505], [0.0850, -0.1352, -0.0866], [0.0204, -0.0618, 0.0446], [0.1299, -0.0186, -0.0294], [0.0545, 0.0426, 0.0952], [0.0510, 0.1191, -0.0118], [0.2032, -0.1248, -0.0463], [-0.1667, 0.2256, -0.0900], [-0.0913, 0.0438, 0.0126], [-0.2711, -0.0207, 0.1945], [-0.0925, 0.0835, 0.0248], [-0.1908, 0.0054, 0.1279]], "mulliken_charge": [-0.2828, -1.1868, -0.8083, 0.1291, -0.1851, -0.3379, -0.5041, -0.2150, 0.3464, 0.3028, 0.3471, 0.3052, 0.2595, 0.2628, 0.2572, 0.3472, 0.4973, 0.3265, 0.1388], "e_tot_ha": -725.24114, "fmax_ev_per_a": 0.922, "smiles": "CC/N=C\\S.C=CO", "de_lowest_kj_mol": 219.87, "e_lumo_ev": 0.691}

Record 2
{"formula": "C5H11NOS", "method": "ωB97M-V/def2-TZVPD", "symbols": ["C", "C", "C", "C", "C", "H", "H", "H", "H", "H", "H", "H", "H", "H", "H", "H", "N", "O", "S"], "coordinates": [[-2.243132, -0.054851, 0.030680], [-0.937767, -0.461963, -0.626392], [0.800092, 2.362882, 0.376422], [1.418002, -0.502412, 0.094630], [1.277607, -2.029061, 0.245428], [-2.718992, 1.060136, -0.172293], [-2.262293, -0.099538, 1.154174], [-3.000455, -0.925919, -0.318177], [-0.843880, -0.409732, -1.690076], [-1.050183, -1.430544, -0.130544], [1.642440, 2.146739, 0.666881], [0.836949, 3.189207, -0.346395], [0.034153, 2.458117, 1.136067], [0.605530, -2.200251, 1.206453], [0.869488, -2.050281, -0.897969], [2.340835, -2.730569, 0.264766], [0.182251, 0.056598, -0.120582], [0.155213, 1.377014, -0.565772], [2.894150, 0.244424, -0.307308]], "atomic_forces_ev_per_a": [[-3.9412, 1.7765, -0.5010], [-3.5657, -3.2542, 1.6982], [-10.2454, 1.6321, -4.8960], [0.8222, -0.3408, -1.5376], [1.3748, -0.4117, -0.7853], [1.2588, -2.8964, 0.0167], [0.6105, -0.2364, -1.0427], [1.2475, 2.4287, 0.7142], [-0.8018, -0.4108, -0.9557], [0.9315, -0.8650, -1.5028], [8.5587, -2.5766, 3.0016], [-0.0084, 0.2215, 0.7973], [0.2314, 0.5574, 0.4220], [0.9865, -0.3711, -2.5469], [0.3109, -1.5962, 2.9226], [-3.1674, 2.6293, 0.1591], [4.9420, 3.4109, 2.5248], [1.8008, 1.0951, 0.7163], [-1.3457, -0.7924, 0.7952]], "mulliken_charge": [-1.1906, -0.4239, -0.8079, 0.2064, -0.8534, 0.2501, 0.3028, 0.3172, 0.3893, 0.3391, 0.4840, 0.2455, 0.2374, 0.2202, 0.2950, 0.2741, 0.3753, -0.3337, -0.3268], "e_tot_ha": -725.07224, "fmax_ev_per_a": 11.472, "smiles": "CCN(OC)C(C)=S", "de_lowest_kj_mol": 663.32, "e_lumo_ev": 0.596}

Record 3
{"formula": "C5H11NOS", "method": "ωB97M-V/def2-TZVPD", "symbols": ["C", "C", "C", "C", "C", "H", "H", "H", "H", "H", "H", "H", "H", "H", "H", "H", "N", "O", "S"], "coordinates": [[1.535415, -0.689434, 0.824058], [0.317470, -0.659757, -0.178917], [0.460602, 0.636435, -1.039244], [-1.044426, -0.806072, 0.462119], [-1.763495, 0.357615, 0.871159], [1.431070, 0.075591, 1.575901], [1.523463, -1.545398, 1.432581], [2.390731, -0.588345, 0.117634], [-0.269983, -1.823283, -1.724117], [1.449528, 0.378203, -1.441014], [-0.235886, 0.595852, -1.841159], [-0.159905, 2.724081, -0.795811], [1.124974, 2.181967, 0.069635], [-1.063905, -1.878752, 0.876923], [-1.305662, 1.337670, 0.811091], [-2.421593, 0.005100, 1.731280], [0.195634, 1.822652, -0.319202], [0.418910, -1.761213, -0.960476], [-2.582945, -0.362913, -0.472434]], "atomic_forces_ev_per_a": [[-1.3674, 0.8267, -1.8934], [-1.2372, 1.8556, 0.9907], [0.0344, -2.0731, -0.4154], [1.3479, -1.9561, -0.2725], [-2.3005, -0.4532, 4.6310], [0.2410, 0.9541, -0.2083], [0.2862, -1.7064, 0.2092], [-0.1421, -0.1841, 1.1865], [1.6003, 0.6475, 2.2609], [0.2459, 1.2618, -0.3662], [-0.6318, -0.4031, -0.8111], [0.5879, -2.5434, 0.2075], [-1.7498, -0.6459, -0.3123], [-0.5600, 2.0126, 0.0561], [-0.3355, -0.3633, 0.2476], [1.0130, 1.6646, -0.3992], [2.8625, 4.5303, 0.9468], [0.0804, -2.5807, -3.7886], [0.0249, -0.8439, -2.2694]], "mulliken_charge": [-1.6025, 1.2266, -1.1577, -0.3898, -0.8098, 0.3931, 0.4441, 0.3547, 0.4044, 0.3683, 0.4829, 0.2468, 0.2404, 0.4180, 0.4703, 0.3153, -0.5528, -0.6285, -0.2238], "e_tot_ha": -725.20860, "fmax_ev_per_a": 5.442, "smiles": "C[C@](O)(CN)[C@H]1CS1", "de_lowest_kj_mol": 305.29, "e_lumo_ev": 0.823}

Record 4
{"formula": "C5H11NOS2", "method": "ωB97M-V/def2-TZVPD", "symbols": ["C", "C", "C", "C", "C", "N", "O", "S", "S", "H", "H", "H", "H", "H", "H", "H", "H", "H", "H", "H"], "coordinates": [[-0.676023, -0.951932, 0.609088], [-1.806646, -0.840351, -0.464385], [0.654029, -0.854543, -0.066218], [2.389788, 0.481216, -1.027625], [1.264825, 1.250079, 1.019111], [1.460213, 0.144432, 0.041775], [-2.902270, 0.619309, 1.435505], [-4.297421, 0.262801, -1.189278], [-3.364561, -0.408498, 0.496834], [-0.941398, -0.278313, 1.501207], [-0.809262, -2.044897, 0.999161], [-1.584720, -0.067210, -1.253199], [-2.049296, -1.780452, -1.013228], [0.959513, -1.368458, -0.928712], [3.362602, 0.646653, -0.565787], [2.476496, -0.300077, -1.656820], [2.074789, 1.247288, -1.553941], [1.754957, 0.836968, 1.809046], [1.775543, 2.148132, 0.681702], [0.258842, 1.257846, 1.125773]], "atomic_forces_ev_per_a": [[-0.2483, -2.6872, 1.1495], [0.5420, 0.1599, -0.7837], [-1.1719, 1.9286, 0.8296], [2.0383, -2.1150, 4.5111], [1.9458, -0.9975, -2.6208], [-0.3775, 1.5757, -0.6117], [0.5250, 1.1791, 0.9686], [0.0905, -0.1299, 0.8593], [-0.5878, -0.6951, -2.3726], [0.7595, -0.6429, -1.4833], [0.4534, 1.7722, -0.4652], [-0.4648, -0.4193, 1.0148], [0.4229, 0.5452, 0.5793], [-0.3798, -1.8024, -0.8171], [0.0581, 0.3174, -0.2102], [0.3628, -2.8282, -2.1213], [-1.6341, 4.1285, -2.2412], [1.1148, -0.3504, 3.0356], [-0.4168, -0.0149, -0.0782], [-3.0319, 1.0760, 0.8574]], "mulliken_charge": [-0.6343, -0.9573, 0.1088, -1.1643, -1.1027, 0.0180, -0.6179, -0.5010, 0.3643, 0.4798, 0.2501, 0.4462, 0.4062, 0.3920, 0.3727, 0.4320, 0.4724, 0.4186, 0.3658, 0.4508], "e_tot_ha": -1123.33149, "fmax_ev_per_a": 5.383, "de_lowest_kj_mol": 464.38, "e_lumo_ev": -1.095}

Record 5
{"formula": "C5H11NS", "method": "ωB97M-V/def2-TZVPD", "symbols": ["C", "C", "C", "C", "C", "H", "H", "H", "H", "H", "H", "H", "H", "H", "H", "H", "N", "S"], "coordinates": [[-1.950675, -1.295217, 0.080266], [-0.294320, 0.429114, 0.181490], [0.069882, 1.611770, -0.666168], [0.944538, -0.445009, 0.505075], [2.361937, 0.069255, 0.500347], [-1.299725, -2.213194, 0.469908], [-2.650624, -1.058639, 0.921672], [-2.586097, -1.903524, -0.754136], [-0.958185, -0.538114, -1.372886], [-0.597618, 0.940742, 1.184435], [0.840554, 1.438192, -1.462996], [0.350300, 2.464712, -0.008116], [-0.834336, 2.022271, -1.231257], [0.740515, -0.926061, 1.449542], [2.531065, 1.140573, 0.193357], [2.942643, -0.361515, 1.347117], [-1.402489, -0.192253, -0.532519], [1.792638, -1.183111, -0.805130]], "atomic_forces_ev_per_a": [[-2.8329, -5.6758, 0.3850], [0.2819, 2.0564, 1.0575], [-0.1752, 2.4373, -1.3616], [-1.4917, 1.5223, 1.6461], [-0.9384, 0.0286, -0.4470], [-0.4868, 2.0350, -0.5572], [0.5484, -0.0057, -0.7033], [1.0319, 1.5525, 1.9779], [-0.0721, 0.2786, -0.5900], [-0.1136, -1.4773, -1.4515], [-0.4667, -0.0040, 0.8591], [0.3512, -0.5075, -0.6184], [1.0114, -0.7895, 0.8211], [0.0551, -1.0961, -0.1588], [0.0305, -1.5371, 0.1495], [-0.1296, 0.5196, -1.0794], [1.8356, 0.6149, -0.0033], [1.5611, 0.0477, 0.0742]], "mulliken_charge": [-0.8847, 0.1335, -1.5662, -0.0760, -0.7993, 0.2487, 0.2909, 0.2925, 0.3403, 0.3482, 0.2921, 0.3438, 0.3938, 0.5572, 0.2697, 0.2976, -0.3394, -0.1428], "e_tot_ha": -649.97381, "fmax_ev_per_a": 6.355, "smiles": "CN[C@H](C)[C@@H]1CS1", "de_lowest_kj_mol": 171.24, "e_lumo_ev": 0.781}

Record 6
{"formula": "C5H11NS", "method": "ωB97M-V/def2-TZVPD", "symbols": ["C", "C", "C", "C", "C", "H", "H", "H", "H", "H", "H", "H", "H", "H", "H", "H", "N", "S"], "coordinates": [[-0.916055, 1.459688, 0.018022], [-1.166020, 0.108594, -0.591016], [0.000128, -0.853186, -0.379357], [1.371109, -0.425293, -1.048007], [0.837819, -0.582970, 1.058572], [-1.728107, 2.183770, -0.180869], [0.064677, 1.963698, -0.227683], [-0.998135, 1.362955, 1.106324], [-1.218139, 0.287791, -1.562830], [-2.700212, -0.444485, 1.358804], [-0.310960, -1.903861, -0.469794], [1.958058, -1.341772, -1.206030], [1.473835, 0.272137, -1.909274], [2.756088, -0.066228, 0.503724], [1.143728, -1.515107, 1.457498], [0.355105, -0.013924, 1.826950], [1.770621, 0.112003, 0.276109], [-2.693539, -0.603817, -0.031147]], "atomic_forces_ev_per_a": [[0.0097, 1.8654, 1.0547], [1.7064, -0.4448, 4.1425], [1.0702, 0.4258, 1.8392], [-0.0134, -0.7157, 1.4933], [-2.6256, -0.9939, -2.2493], [0.2869, -0.4328, -0.4317], [-0.9912, -0.8779, 0.1351], [0.4310, 0.0907, -0.0500], [-0.9361, 0.2354, -4.6262], [0.5697, 0.1200, -1.3481], [0.1737, 0.4686, -0.3614], [-0.1780, 0.1403, -0.6314], [-0.4592, -0.4250, 0.5820], [-0.5518, 0.3071, -0.0616], [0.4877, -1.1469, 0.4538], [-0.3683, 0.3621, 0.4272], [2.8400, 1.4442, -1.2017], [-1.4516, -0.4225, 0.8336]], "mulliken_charge": [-1.4085, -0.0566, -0.0048, -0.6605, -0.6840, 0.3706, 0.2978, 0.3189, 0.3664, 0.1244, 0.4778, 0.3254, 0.2966, 0.2545, 0.3214, 0.2877, -0.4088, -0.2184], "e_tot_ha": -649.97651, "fmax_ev_per_a": 4.726, "smiles": "C[C@H](S)C1CNC1", "de_lowest_kj_mol": 164.14, "e_lumo_ev": 0.930}

Number 1: HOMO-LUMO gap 9.8 eV. Number 2: HOMO-LUMO gap 8.8 eV. Number 3: HOMO-LUMO gap 9.3 eV. Number 4: HOMO-LUMO gap 5.4 eV. Number 5: HOMO-LUMO gap 9.7 eV. Number 6: HOMO-LUMO gap 9.8 eV.